[1]
{"formula": "C3H8O3S", "method": "the ωB97M-V functional and the def2-TZVPD basis", "orbital_gap_ev": 9.87, "relative_energy_kj_mol": 34.1, "e_tot_ev": -20218.5974, "largest_force_ev_per_a": 1.8, "lumo_ev": 0.50, "e_homo_ev": -9.4, "elements": ["O", "C", "O", "C", "C", "S", "H", "H", "H", "H", "H", "H", "O", "H", "H"], "positions_angstrom": [[-0.21, -1.62, 1.47], [-0.04, -1.80, 0.29], [0.82, -2.71, -0.17], [-0.75, -1.16, -0.87], [-1.60, 0.06, -0.52], [-0.84, 1.65, -1.12], [1.30, -3.11, 0.53], [-0.04, -0.92, -1.66], [-1.35, -1.90, -1.41], [-1.57, 0.19, 0.57], [-2.63, -0.01, -0.81], [-0.25, 1.92, 0.06], [2.30, 3.25, 1.59], [2.81, 2.47, 1.29], [2.05, 3.68, 0.75]]}

[2]
{"formula": "C8H14Br2ClF3N2O7Ru", "method": "the ωB97M-V functional and the def2-TZVPD basis", "orbital_gap_ev": [8.92, 6.17], "s_squared": 8.7578, "relative_energy_kj_mol": 39.7, "spin_multiplicity": 6, "e_tot_ev": -189162.2776, "total_charge": 1, "largest_force_ev_per_a": 1.5, "lumo_ev": [-3.74, -6.45], "e_homo_ev": [-12.7, -12.6], "elements": ["Ru", "O", "Cl", "O", "O", "O", "Br", "C", "Br", "H", "H", "F", "C", "F", "F", "C", "O", "O", "C", "N", "C", "C", "O", "N", "C", "C", "H", "H", "H", "H", "H", "H", "H", "H", "H", "H", "H", "H"], "positions_angstrom": [[0.38, 1.06, 1.11], [3.68, -0.79, 0.04], [2.31, -0.98, 0.19], [1.86, -2.28, -0.11], [1.88, -0.63, 1.57], [1.54, -0.01, -0.62], [-1.76, 2.78, 1.76], [-0.86, 3.01, 3.46], [0.11, 1.37, 3.85], [-1.60, 3.18, 4.23], [-0.14, 3.81, 3.37], [2.18, 5.42, -0.21], [2.66, 4.19, -0.39], [2.85, 3.98, -1.69], [3.81, 4.07, 0.25], [1.63, 3.18, 0.18], [1.60, 3.00, 1.42], [0.85, 2.59, -0.60], [-0.46, -1.72, -2.61], [-1.16, -0.92, -1.61], [-1.41, 0.47, -1.96], [-1.19, -1.26, -0.31], [-1.24, -0.36, 0.60], [-1.25, -2.55, 0.05], [-0.98, -2.93, 1.43], [-1.74, -3.61, -0.82], [0.17, -1.06, -3.20], [-1.15, -2.22, -3.29], [0.18, -2.46, -2.13], [-1.71, 0.53, -3.01], [-0.52, 1.09, -1.83], [-2.21, 0.87, -1.34], [-0.33, -2.20, 1.90], [-0.47, -3.90, 1.42], [-1.89, -3.01, 2.01], [-2.26, -3.20, -1.67], [-2.44, -4.23, -0.25], [-0.92, -4.25, -1.16]]}

[3]
{"formula": "C3H4FNS", "method": "the ωB97M-V functional and the def2-TZVPD basis", "orbital_gap_ev": [8.33, 8.34], "relative_energy_kj_mol": 382.5, "e_tot_ev": -18214.0337, "largest_force_ev_per_a": 2.8, "lumo_ev": [-0.07, -0.07], "e_homo_ev": [-8.4, -8.4], "elements": ["C", "C", "C", "N", "F", "S", "H", "H", "H", "H"], "positions_angstrom": [[-0.54, 0.08, 1.02], [-0.84, -1.05, 0.35], [0.93, 0.00, -1.23], [0.44, 0.91, 0.62], [0.08, 2.27, 0.72], [-0.34, -1.14, -1.32], [-1.11, 0.36, 1.90], [-1.47, -1.84, 0.72], [1.01, 0.69, -2.06], [1.84, -0.29, -0.73]]}

[4]
{"formula": "C9H14", "method": "the ωB97M-V functional and the def2-TZVPD basis", "orbital_gap_ev": 9.88, "relative_energy_kj_mol": 78.9, "e_tot_ev": -9559.3635, "largest_force_ev_per_a": 1.9, "lumo_ev": 0.96, "e_homo_ev": -8.9, "elements": ["C", "C", "C", "C", "C", "C", "C", "H", "H", "H", "H", "H", "H", "H", "H", "C", "C", "H", "H", "H", "H", "H", "H"], "positions_angstrom": [[-0.65, -0.94, 2.20], [0.44, -0.13, 1.57], [1.74, -0.60, 1.43], [2.70, 0.18, 0.80], [2.40, 1.43, 0.27], [1.05, 1.73, 0.12], [0.12, 0.98, 0.80], [-0.35, -1.48, 3.09], [-0.93, -1.68, 1.44], [-1.57, -0.38, 2.36], [2.09, -1.47, 1.98], [3.74, -0.13, 0.88], [3.19, 2.14, 0.05], [0.81, 2.66, -0.37], [-0.90, 1.37, 0.86], [-1.30, -0.15, -1.59], [-2.05, -0.79, -2.79], [-0.92, 0.81, -1.94], [-2.04, 0.04, -0.81], [-0.66, -0.87, -1.09], [-3.06, -1.06, -2.46], [-1.51, -1.59, -3.27], [-2.33, -0.06, -3.55]]}

[5]
{"formula": "C19H14N2O3S", "method": "the ωB97M-V functional and the def2-TZVPD basis", "orbital_gap_ev": 8.15, "e_tot_ev": -39888.2810, "largest_force_ev_per_a": 1.0, "lumo_ev": -0.54, "e_homo_ev": -8.7, "elements": ["N", "C", "C", "C", "S", "C", "C", "C", "C", "C", "C", "N", "C", "O", "C", "C", "C", "O", "C", "C", "C", "C", "C", "C", "O", "H", "H", "H", "H", "H", "H", "H", "H", "H", "H", "H", "H", "H", "H"], "positions_angstrom": [[5.43, 3.92, 0.48], [4.67, 3.08, 0.34], [3.73, 2.00, 0.14], [3.72, 1.58, -1.33], [2.37, 0.41, -1.67], [2.70, -0.89, -0.52], [3.98, -1.41, -0.36], [4.22, -2.49, 0.46], [3.16, -3.10, 1.12], [1.88, -2.59, 0.98], [1.64, -1.48, 0.18], [0.33, -0.96, 0.10], [-0.01, 0.31, 0.40], [0.77, 1.18, 0.73], [-1.48, 0.58, 0.29], [-1.98, 1.81, 0.51], [-3.41, 2.10, 0.41], [-3.90, 3.19, 0.62], [-4.20, 0.91, 0.04], [-5.59, 1.00, -0.11], [-6.33, -0.11, -0.47], [-5.69, -1.33, -0.67], [-4.32, -1.44, -0.53], [-3.57, -0.32, -0.18], [-2.23, -0.49, -0.05], [2.73, 2.33, 0.44], [4.02, 1.16, 0.77], [4.67, 1.15, -1.64], [3.50, 2.44, -1.98], [4.81, -0.97, -0.91], [5.22, -2.87, 0.57], [3.33, -3.96, 1.75], [1.05, -3.05, 1.50], [-0.42, -1.63, -0.01], [-1.30, 2.61, 0.78], [-6.05, 1.96, 0.05], [-7.40, -0.04, -0.58], [-6.27, -2.20, -0.95], [-3.82, -2.38, -0.69]]}

[6]
{"formula": "C34H57BeN3O2SeSi", "method": "the ωB97M-V functional and the def2-TZVPD basis", "orbital_gap_ev": 8.07, "relative_energy_kj_mol": 60.5, "e_tot_ev": -118376.6190, "largest_force_ev_per_a": 3.2, "lumo_ev": 0.24, "e_homo_ev": -7.8, "elements": ["O", "O", "C", "C", "H", "H", "H", "H", "H", "C", "C", "H", "H", "H", "H", "H", "C", "C", "C", "H", "H", "H", "H", "H", "C", "H", "H", "H", "H", "H", "H", "N", "C", "C", "C", "C", "H", "H", "H", "C", "H", "H", "H", "N", "C", "C", "C", "C", "H", "C", "H", "C", "H", "C", "C", "C", "C", "C", "C", "H", "C", "H", "C", "H", "C", "C", "Be", "H", "H", "H", "H", "H", "H", "H", "H", "H", "H", "H", "H", "H", "C", "Si", "H", "H", "C", "C", "C", "H", "H", "H", "H", "H", "H", "H", "H", "H", "Se", "C", "N"], "positions_angstrom": [[-0.69, 2.77, -0.73], [-4.22, -1.15, -3.58], [-1.96, 2.85, -0.01], [-2.28, 4.30, 0.23], [-1.80, 2.29, 0.93], [-2.80, 2.39, -0.57], [-1.49, 4.77, 0.82], [-3.21, 4.41, 0.79], [-2.34, 4.85, -0.71], [-0.85, 2.36, -2.11], [-2.25, 2.29, -2.77], [-0.40, 1.36, -2.14], [-0.22, 3.08, -2.70], [-2.79, 1.35, -2.63], [-2.02, 2.35, -3.84], [-2.90, 3.12, -2.49], [-3.01, -1.81, -3.93], [-4.89, -1.77, -2.49], [-2.41, -1.08, -5.12], [-3.15, -2.88, -4.22], [-2.39, -1.75, -3.02], [-3.15, -0.97, -5.92], [-1.56, -1.62, -5.53], [-2.07, -0.09, -4.82], [-6.38, -1.68, -2.81], [-4.62, -1.19, -1.59], [-4.60, -2.84, -2.35], [-6.67, -0.65, -2.96], [-7.03, -2.10, -2.04], [-6.57, -2.24, -3.73], [-0.17, -1.93, 0.69], [1.65, 0.90, 2.06], [2.07, -0.01, 2.98], [2.42, -1.31, 2.58], [2.60, -1.69, 1.25], [2.17, 0.36, 4.43], [1.20, 0.64, 4.86], [2.87, 1.21, 4.58], [2.56, -0.49, 5.00], [3.11, -3.10, 0.99], [4.20, -3.12, 0.79], [2.60, -3.57, 0.14], [2.95, -3.73, 1.88], [2.41, -0.81, 0.23], [1.18, 2.18, 2.50], [-0.07, 2.40, 3.13], [-0.99, 1.29, 3.56], [-0.45, 3.72, 3.37], [-1.43, 3.92, 3.83], [0.38, 4.79, 3.06], [0.05, 5.82, 3.22], [1.65, 4.56, 2.55], [2.36, 5.37, 2.33], [2.08, 3.26, 2.32], [3.50, 2.97, 1.92], [3.06, -1.13, -1.01], [2.41, -1.79, -2.09], [1.04, -2.37, -2.00], [3.10, -1.90, -3.30], [2.59, -2.34, -4.16], [4.41, -1.45, -3.44], [4.94, -1.54, -4.38], [5.08, -0.90, -2.33], [6.12, -0.60, -2.38], [4.41, -0.73, -1.13], [5.12, -0.23, 0.09], [2.12, 0.82, 0.46], [-1.98, 1.43, 3.12], [-1.14, 1.30, 4.65], [-0.62, 0.31, 3.27], [3.86, 2.02, 2.36], [4.15, 3.77, 2.30], [3.62, 2.93, 0.83], [0.53, -2.32, -2.97], [0.43, -1.83, -1.29], [1.02, -3.43, -1.71], [4.57, 0.56, 0.64], [6.09, 0.19, -0.19], [5.30, -1.05, 0.81], [2.59, -2.04, 3.36], [-1.09, -1.36, 0.50], [-2.01, -2.63, 1.54], [-1.09, -0.32, 0.92], [-1.30, -1.20, -0.57], [-3.68, -1.96, 2.01], [-0.80, -2.82, 2.99], [-1.68, -3.93, 0.21], [-1.90, -3.53, -0.80], [-2.25, -4.87, 0.31], [-0.60, -4.16, 0.22], [-3.53, -0.96, 2.44], [-4.28, -2.53, 2.74], [-4.32, -1.81, 1.12], [-0.56, -1.85, 3.45], [0.16, -3.23, 2.63], [-1.20, -3.49, 3.77], [2.45, 3.97, -2.87], [2.32, 2.76, -1.59], [2.29, 1.92, -0.73]]}

[7]
{"formula": "C4H5BrO2S", "method": "the ωB97M-V functional and the def2-TZVPD basis", "orbital_gap_ev": 9.17, "relative_energy_kj_mol": 288.1, "e_tot_ev": -89197.7743, "largest_force_ev_per_a": 4.0, "lumo_ev": -0.60, "e_homo_ev": -9.8, "elements": ["C", "C", "C", "C", "O", "O", "S", "Br", "H", "H", "H", "H", "H"], "positions_angstrom": [[-1.21, 0.47, 0.13], [-0.19, 1.43, -0.24], [-1.12, -0.02, 1.34], [0.82, 1.47, 0.56], [1.17, -0.48, 2.53], [0.15, 1.72, 3.10], [0.39, 0.67, 2.15], [2.39, 2.47, 0.53], [-2.07, 0.17, -0.46], [-0.29, 1.92, -1.24], [-1.72, -0.89, 1.77], [3.20, -0.64, -0.17], [2.43, -0.32, 0.19]]}

[8]
{"formula": "CN2O8S", "method": "the ωB97M-V functional and the def2-TZVPD basis", "orbital_gap_ev": 8.34, "relative_energy_kj_mol": 0.0, "e_tot_ev": -31227.1727, "total_charge": -2, "largest_force_ev_per_a": 4.9, "lumo_ev": 6.45, "e_homo_ev": -1.9, "elements": ["C", "N", "N", "O", "O", "O", "O", "O", "O", "O", "O", "S"], "positions_angstrom": [[1.84, -1.12, 0.02], [-1.89, 0.39, -0.84], [-2.28, -0.34, 0.05], [1.76, -2.32, -0.12], [-3.09, -1.08, -0.61], [1.13, 1.14, -1.39], [2.79, -0.37, 0.12], [-2.14, -0.39, 1.26], [1.39, 1.87, 0.94], [0.52, -0.42, 0.38], [-0.72, 1.58, 0.21], [0.67, 1.05, -0.01]]}

[9]
{"formula": "C21H26N2O4S", "method": "the ωB97M-V functional and the def2-TZVPD basis", "orbital_gap_ev": 9.09, "relative_energy_kj_mol": 73.8, "e_tot_ev": -44204.3969, "largest_force_ev_per_a": 1.0, "lumo_ev": 0.61, "e_homo_ev": -8.5, "elements": ["C", "O", "C", "C", "C", "C", "C", "C", "N", "C", "C", "O", "N", "C", "C", "C", "C", "C", "S", "O", "O", "C", "C", "C", "C", "C", "C", "C", "H", "H", "H", "H", "H", "H", "H", "H", "H", "H", "H", "H", "H", "H", "H", "H", "H", "H", "H", "H", "H", "H", "H", "H", "H", "H"], "positions_angstrom": [[3.86, 2.11, -1.57], [2.80, 1.38, -1.02], [2.36, 0.26, -1.68], [2.84, -0.15, -2.92], [2.35, -1.30, -3.51], [1.37, -2.05, -2.89], [0.87, -1.64, -1.66], [1.35, -0.49, -1.05], [0.87, -0.09, 0.21], [0.23, 1.20, 0.36], [-1.27, 1.16, 0.04], [-2.10, 1.61, 0.80], [-1.54, 0.66, -1.18], [-2.89, 0.38, -1.64], [-2.97, 0.63, -3.15], [-2.38, -0.65, -3.75], [-2.88, -1.77, -2.83], [-3.24, -1.11, -1.49], [0.26, -1.31, 1.22], [-1.11, -1.59, 0.90], [1.19, -2.39, 1.17], [0.34, -0.52, 2.82], [-0.80, 0.01, 3.39], [-0.70, 0.62, 4.63], [0.52, 0.69, 5.30], [0.61, 1.33, 6.65], [1.65, 0.15, 4.70], [1.57, -0.46, 3.46], [4.07, 2.90, -0.86], [4.76, 1.49, -1.69], [3.60, 2.55, -2.54], [3.60, 0.41, -3.42], [2.74, -1.61, -4.47], [0.99, -2.95, -3.35], [0.11, -2.21, -1.16], [0.73, 1.92, -0.29], [0.35, 1.53, 1.40], [-0.80, 0.19, -1.67], [-3.55, 1.03, -1.06], [-2.43, 1.52, -3.45], [-4.01, 0.74, -3.44], [-2.69, -0.80, -4.79], [-1.29, -0.61, -3.74], [-3.77, -2.24, -3.27], [-2.13, -2.54, -2.71], [-2.69, -1.53, -0.65], [-4.31, -1.21, -1.28], [-1.73, -0.04, 2.86], [-1.58, 1.04, 5.09], [0.42, 0.59, 7.42], [1.60, 1.75, 6.82], [-0.13, 2.12, 6.76], [2.60, 0.20, 5.21], [2.43, -0.90, 2.98]]}

[10]
{"formula": "C20H28FN5O2S2", "method": "the ωB97M-V functional and the def2-TZVPD basis", "orbital_gap_ev": 7.83, "relative_energy_kj_mol": 2379.6, "e_tot_ev": -57102.8045, "largest_force_ev_per_a": 18.5, "lumo_ev": 0.16, "e_homo_ev": -7.7, "elements": ["C", "N", "C", "N", "N", "C", "C", "C", "C", "N", "S", "O", "O", "C", "C", "C", "C", "C", "C", "H", "H", "H", "F", "H", "C", "C", "H", "H", "H", "H", "H", "H", "H", "H", "H", "S", "C", "H", "C", "N", "C", "C", "H", "H", "C", "H", "H", "C", "H", "H", "H", "H", "H", "H", "H", "H", "H", "H"], "positions_angstrom": [[1.40, 0.68, -1.32], [1.09, -0.60, -1.07], [1.91, -1.66, -1.34], [1.57, -2.82, -1.03], [0.44, -2.50, -0.68], [0.21, -1.38, -0.56], [-1.01, -0.82, 0.00], [-1.01, 0.04, 1.00], [-2.29, 0.69, 1.43], [-2.91, 1.50, 0.45], [-2.29, 2.73, 0.09], [-2.80, 3.30, -1.23], [-0.64, 3.01, 0.04], [-2.82, 3.83, 1.53], [-4.11, 4.07, 1.53], [-4.46, 4.73, 2.83], [-3.56, 5.48, 3.70], [-2.23, 5.18, 3.52], [-2.00, 4.46, 2.34], [-0.79, 4.21, 2.31], [-1.59, 5.63, 4.04], [-4.03, 5.76, 4.57], [-5.94, 4.86, 2.96], [-4.77, 3.48, 1.10], [-3.33, 0.56, -0.96], [-1.95, 0.05, -1.24], [-1.97, -0.51, -2.09], [-1.39, 0.75, -1.62], [-3.79, -0.22, -0.33], [-3.62, 1.29, -1.38], [-3.11, -0.08, 1.83], [-2.09, 1.46, 2.21], [-0.29, 0.81, 0.97], [-0.53, -0.52, 1.91], [-1.76, -1.64, 0.11], [3.48, -1.55, -1.99], [4.23, -3.09, -2.10], [3.49, -3.85, -2.05], [4.66, -3.57, -0.51], [4.82, -5.13, -0.21], [3.64, -5.66, -0.22], [3.75, -6.69, -1.55], [3.57, -7.59, -1.59], [3.10, -6.04, -2.43], [5.14, -6.38, -2.34], [5.10, -5.46, -3.06], [5.64, -7.10, -2.46], [5.87, -5.46, -0.95], [6.55, -4.99, -1.42], [6.29, -6.57, -0.38], [2.67, -5.10, -0.37], [3.54, -6.45, 0.39], [3.73, -3.05, 0.12], [5.66, -2.95, -0.14], [5.11, -3.08, -2.49], [2.40, 0.80, -1.00], [0.85, 1.36, -0.88], [1.29, 0.78, -2.44]]}

[11]
{"formula": "C5H8O2", "method": "the ωB97M-V functional and the def2-TZVPD basis", "orbital_gap_ev": 8.59, "relative_energy_kj_mol": 345.0, "e_tot_ev": -9406.2564, "largest_force_ev_per_a": 3.7, "lumo_ev": 0.62, "e_homo_ev": -8.0, "elements": ["C", "C", "C", "O", "C", "C", "O", "H", "H", "H", "H", "H", "H", "H", "H"], "positions_angstrom": [[-2.04, 0.87, 0.53], [-1.42, -0.28, -0.43], [-0.12, -0.54, -0.54], [0.36, -1.03, -1.71], [0.86, -0.33, 0.59], [2.21, 0.18, 0.19], [2.67, 0.12, -0.93], [-2.25, -0.18, 0.91], [-2.48, 1.56, -0.21], [-1.27, 1.46, 1.05], [-2.12, -0.71, -1.15], [1.29, -0.73, -1.76], [0.43, 0.31, 1.36], [1.04, -1.30, 1.09], [2.82, 0.62, 1.01]]}

[12]
{"formula": "C29H34NO2", "method": "the ωB97M-V functional and the def2-TZVPD basis", "orbital_gap_ev": 3.12, "relative_energy_kj_mol": 72.9, "e_tot_ev": -36204.3869, "total_charge": -1, "largest_force_ev_per_a": 9.0, "lumo_ev": 2.33, "e_homo_ev": -0.8, "elements": ["N", "C", "C", "C", "C", "C", "O", "O", "H", "H", "H", "H", "H", "H", "H", "H", "H", "H", "C", "C", "C", "C", "C", "C", "H", "H", "H", "H", "H", "H", "C", "C", "C", "C", "C", "C", "H", "H", "H", "H", "H", "H", "C", "C", "C", "C", "C", "C", "H", "H", "H", "H", "H", "H", "C", "C", "C", "C", "C", "C", "H", "H", "H", "H", "H", "H"], "positions_angstrom": [[3.39, 0.25, 0.43], [2.41, 0.02, -0.70], [1.36, 1.27, -0.84], [0.08, 1.13, 0.22], [-1.15, 0.22, -0.36], [-2.46, 0.53, 0.61], [-2.44, 1.41, 1.64], [-3.76, -0.12, 0.34], [3.35, 1.22, 0.82], [3.34, -0.49, 1.17], [1.73, -0.91, -0.42], [0.93, 1.44, -1.92], [1.90, 2.29, -0.55], [0.46, 0.74, 1.29], [-0.34, 2.24, 0.33], [-0.83, -0.93, -0.32], [-1.39, 0.42, -1.52], [-3.68, -1.13, 0.43], [-6.67, -2.50, 0.55], [-5.77, -3.26, 1.29], [-5.76, -4.65, 1.16], [-6.65, -5.28, 0.29], [-7.55, -4.51, -0.46], [-7.56, -3.12, -0.33], [-6.67, -1.42, 0.65], [-5.07, -2.78, 1.96], [-5.07, -5.25, 1.75], [-6.65, -6.36, 0.19], [-8.24, -5.00, -1.14], [-8.26, -2.53, -0.90], [7.19, -0.92, 2.65], [6.10, -1.74, 2.92], [5.15, -1.36, 3.87], [5.29, -0.14, 4.54], [6.37, 0.69, 4.26], [7.33, 0.30, 3.32], [7.93, -1.22, 1.92], [6.00, -2.69, 2.40], [4.31, -2.01, 4.09], [4.54, 0.16, 5.27], [6.48, 1.64, 4.78], [8.18, 0.94, 3.11], [3.27, 5.88, 0.55], [2.10, 5.14, 0.70], [0.86, 5.72, 0.40], [0.81, 7.04, -0.05], [1.98, 7.78, -0.20], [3.21, 7.20, 0.10], [4.23, 5.42, 0.78], [2.14, 4.11, 1.04], [-0.05, 5.15, 0.52], [-0.15, 7.49, -0.28], [1.94, 8.80, -0.55], [4.13, 7.77, -0.01], [-0.58, -2.62, -4.83], [-1.49, -3.40, -5.54], [-2.77, -3.63, -5.02], [-3.14, -3.06, -3.80], [-2.23, -2.28, -3.09], [-0.95, -2.06, -3.60], [0.41, -2.45, -5.23], [-1.21, -3.84, -6.49], [-3.48, -4.24, -5.58], [-4.14, -3.23, -3.41], [-2.52, -1.84, -2.14], [-0.24, -1.45, -3.05]]}